{"formula": "C47H119NO40P10", "method": "the ωB97M-V functional and the def2-TZVPD basis", "symbols": ["C", "C", "O", "P", "O", "O", "C", "C", "O", "C", "C", "H", "H", "H", "H", "H", "H", "H", "H", "H", "H", "H", "H", "H", "H", "H", "C", "C", "O", "P", "O", "O", "C", "C", "O", "C", "C", "H", "H", "H", "H", "H", "H", "H", "H", "H", "H", "H", "H", "H", "H", "H", "C", "C", "O", "P", "O", "O", "C", "C", "O", "C", "C", "H", "H", "H", "H", "H", "H", "H", "H", "H", "H", "H", "H", "H", "H", "H", "C", "C", "O", "P", "O", "O", "C", "C", "O", "C", "C", "H", "H", "H", "H", "H", "H", "H", "H", "H", "H", "H", "H", "H", "H", "H", "C", "O", "P", "O", "O", "C", "O", "C", "H", "H", "H", "H", "H", "H", "H", "H", "H", "C", "O", "P", "O", "O", "C", "O", "C", "H", "H", "H", "H", "H", "H", "H", "H", "H", "C", "O", "P", "O", "O", "C", "O", "C", "H", "H", "H", "H", "H", "H", "H", "H", "H", "C", "O", "P", "O", "O", "C", "O", "C", "H", "H", "H", "H", "H", "H", "H", "H", "H", "C", "O", "P", "O", "O", "C", "O", "C", "H", "H", "H", "H", "H", "H", "H", "H", "H", "C", "O", "P", "O", "O", "C", "O", "C", "H", "H", "H", "H", "H", "H", "H", "H", "H", "C", "C", "C", "N", "C", "C", "H", "H", "H", "H", "H"], "coordinates": [[2.22367, -7.27045, 4.69814], [2.12407, -6.02955, 3.77049], [2.58372, -6.27787, 2.49017], [2.25661, -5.51526, 1.12471], [2.84990, -6.18470, -0.03408], [0.62439, -5.45945, 1.12414], [-0.05461, -6.70169, 0.81891], [-1.20523, -6.84806, 1.78450], [2.84651, -4.01802, 1.37177], [3.10245, -3.21685, 0.24857], [4.01710, -2.09981, 0.67820], [3.23323, -7.65857, 4.83329], [1.73111, -7.10031, 5.65549], [1.70661, -8.20112, 4.46447], [1.07962, -5.72431, 3.70663], [2.65383, -5.18093, 4.20328], [-0.49106, -6.64239, -0.17814], [0.45978, -7.66138, 0.86875], [-1.95087, -6.07932, 1.58163], [-1.67865, -7.82574, 1.69427], [-0.94833, -6.69039, 2.83198], [3.58505, -3.78780, -0.54466], [2.18385, -2.83379, -0.19587], [5.03557, -2.39389, 0.93186], [4.16996, -1.36778, -0.11481], [3.58471, -1.59068, 1.53955], [-4.70451, -1.02641, 1.71457], [-4.66866, -2.57557, 2.15515], [-5.79378, -3.33444, 1.62295], [-5.63512, -4.31513, 0.34468], [-4.36300, -5.06875, 0.21728], [-6.96783, -5.23082, 0.48156], [-8.19914, -4.69971, 0.56574], [-9.12598, -5.30703, -0.43321], [-5.98750, -3.36294, -0.93778], [-6.13468, -3.90723, -2.22425], [-6.52507, -2.85406, -3.20690], [-5.59985, -0.58307, 2.15035], [-3.87299, -0.49468, 2.17711], [-4.75272, -0.86163, 0.63817], [-3.70839, -3.07059, 2.01042], [-4.82448, -2.70189, 3.22654], [-8.59479, -4.85394, 1.56963], [-8.16635, -3.61022, 0.56068], [-9.26099, -6.38609, -0.35909], [-10.10894, -4.83994, -0.37250], [-8.72715, -5.19257, -1.44114], [-5.21939, -4.33467, -2.63369], [-6.81910, -4.75042, -2.31741], [-7.49876, -2.43149, -2.95899], [-5.82085, -2.02814, -3.10663], [-6.51007, -3.25163, -4.22170], [-4.11739, -3.77220, 7.92112], [-3.29305, -2.82048, 6.95294], [-3.42832, -3.23275, 5.60014], [-2.12209, -3.87232, 4.91313], [-1.24823, -4.64427, 5.81950], [-2.71359, -4.78870, 3.67106], [-3.68785, -5.85169, 3.87272], [-3.43746, -6.82251, 5.00192], [-1.43879, -2.60820, 4.14085], [-0.18810, -2.88871, 3.53881], [0.43974, -1.56869, 3.17426], [-5.06432, -3.97245, 7.41978], [-3.58405, -4.70120, 8.12259], [-4.35976, -3.38291, 8.90996], [-3.82707, -1.87616, 7.05861], [-2.34581, -2.63778, 7.46036], [-4.60965, -5.29063, 4.02633], [-3.85153, -6.28826, 2.88747], [-3.35221, -6.20900, 5.89882], [-4.34310, -7.42719, 5.04965], [-2.54880, -7.44730, 4.91228], [0.48141, -3.45041, 4.19023], [-0.28549, -3.47306, 2.62385], [-0.24231, -1.08113, 2.47770], [0.51733, -0.89379, 4.02667], [1.48654, -1.64610, 2.88048], [-1.50585, 2.39477, -3.57403], [-1.44672, 1.15873, -4.43156], [-1.18625, 0.03497, -3.52829], [-2.41945, -0.87276, -3.01319], [-3.49966, -0.18584, -2.17127], [-2.95553, -1.55552, -4.39127], [-2.03141, -2.49643, -5.03815], [-2.84233, -3.78184, -5.35926], [-1.64426, -2.05999, -2.22658], [-2.31436, -2.90117, -1.30509], [-1.37536, -3.38005, -0.21988], [-1.41618, 3.28340, -4.19885], [-2.44192, 2.43067, -3.01672], [-0.69336, 2.32738, -2.85055], [-2.29249, 1.02103, -5.10521], [-0.64104, 1.30789, -5.15041], [-1.65944, -2.01298, -5.94149], [-1.12997, -2.63175, -4.44049], [-3.29601, -4.16521, -4.44531], [-3.66706, -3.52474, -6.02395], [-2.09458, -4.46155, -5.76789], [-3.15968, -2.50682, -0.74116], [-2.71976, -3.78097, -1.80477], [-1.96974, -4.01408, 0.43803], [-0.48951, -3.87779, -0.61433], [-1.11252, -2.54252, 0.42630], [3.94082, 5.84511, 3.93768], [2.85997, 5.18261, 3.28034], [1.61840, 4.61912, 4.10377], [1.24543, 5.34166, 5.34413], [0.45921, 4.56616, 2.93429], [-0.93009, 4.35083, 3.28879], [2.01976, 3.02794, 4.37482], [1.06354, 2.16335, 4.97861], [4.27271, 5.31894, 4.83271], [3.71863, 6.86940, 4.23694], [4.78173, 5.83756, 3.24420], [-1.28540, 3.39141, 2.91279], [-1.52721, 5.07683, 2.73701], [-1.15453, 4.53800, 4.33888], [0.54302, 1.63857, 4.17750], [0.33259, 2.67970, 5.60086], [1.64547, 1.46287, 5.57759], [-2.80764, 5.63938, -2.22924], [-3.87966, 4.97689, -1.59243], [-4.09876, 4.54122, -0.04283], [-2.93258, 3.92431, 0.58438], [-4.63888, 5.93438, 0.57195], [-4.87400, 6.24258, 1.96101], [-5.42443, 3.62937, -0.13554], [-5.28452, 2.40140, -0.80836], [-2.07684, 5.95980, -1.48670], [-3.12458, 6.58454, -2.67005], [-2.40225, 5.04289, -3.04653], [-5.94315, 6.12978, 2.14071], [-4.62753, 7.27126, 2.22401], [-4.32982, 5.60845, 2.66091], [-4.23855, 2.17074, -1.01043], [-5.84255, 2.45343, -1.74324], [-5.76100, 1.58046, -0.27252], [3.08825, 2.24887, -3.47490], [3.53752, 3.49779, -2.92848], [4.73879, 4.35302, -3.61068], [5.65278, 3.63087, -4.51732], [4.03854, 5.57415, -4.43527], [3.27940, 5.35475, -5.63670], [5.41702, 5.08677, -2.33909], [4.47065, 5.75112, -1.46428], [3.57261, 2.00607, -4.42070], [2.01349, 2.21051, -3.65248], [3.31208, 1.38545, -2.84840], [3.81004, 5.81050, -6.47265], [2.30246, 5.83819, -5.63694], [3.19880, 4.30091, -5.90318], [4.21857, 6.77907, -1.72479], [4.89934, 5.86802, -0.46896], [3.46292, 5.34164, -1.39441], [5.14958, -1.68056, -2.92809], [5.47642, -1.94390, -4.31100], [6.79998, -1.33908, -5.04386], [8.05994, -1.28477, -4.23043], [6.93031, -2.23355, -6.38180], [7.81917, -3.39882, -6.43903], [6.27315, 0.09652, -5.62253], [7.18817, 0.96772, -6.23453], [5.21685, -2.60911, -2.36120], [4.17405, -1.21238, -2.79679], [5.84502, -1.03098, -2.39657], [7.11592, -4.21323, -6.61308], [8.34334, -3.55126, -5.49557], [8.58269, -3.28385, -7.20839], [6.75295, 1.42477, -7.12324], [8.07219, 0.43845, -6.59015], [7.40051, 1.74437, -5.49979], [2.70176, 1.45054, 1.46486], [1.39695, 1.09517, 1.09457], [1.09476, 0.64868, -0.38652], [2.08753, -0.28741, -0.98143], [-0.39572, 0.06986, -0.28768], [-1.48328, 0.82281, 0.31617], [0.93289, 2.06980, -1.11336], [0.47047, 3.27017, -0.57067], [3.41740, 1.32414, 0.65246], [2.99705, 0.99286, 2.40902], [2.69119, 2.52769, 1.63137], [-2.35681, 0.19345, 0.48627], [-1.68123, 1.44586, -0.55603], [-1.29488, 1.43771, 1.19623], [-0.37156, 3.71683, -1.09940], [1.32651, 3.94493, -0.57168], [0.13142, 3.09305, 0.45000], [2.22238, 7.36527, 1.10482], [1.71761, 6.87451, -0.14929], [1.23781, 7.82010, -1.34122], [2.36071, 8.48610, -2.07409], [0.23542, 6.82174, -2.17015], [0.77409, 6.04038, -3.16724], [0.31224, 8.87909, -0.57980], [-0.89485, 8.64271, 0.06230], [1.69538, 6.94974, 1.96372], [2.13971, 8.45212, 1.10807], [3.25794, 7.03064, 1.16608], [0.67981, 6.49149, -4.15501], [0.31146, 5.05378, -3.14108], [1.81325, 5.87272, -2.88412], [-1.73743, 9.18826, -0.36258], [-0.86143, 8.99526, 1.09317], [-1.02095, 7.56341, 0.14773], [7.23275, 1.39561, -1.14583], [6.44891, 2.27325, -0.36960], [6.27205, 1.92714, 0.97702], [6.73796, 0.76842, 1.51745], [7.49686, -0.04957, 0.72711], [7.78497, 0.21294, -0.60774], [7.54702, 1.65342, -2.14641], [6.10621, 3.23307, -0.72694], [5.61549, 2.55331, 1.56289], [7.93804, -0.91320, 1.20239], [8.41681, -0.45259, -1.17718]], "forces_ev_per_angstrom": [[-0.0082, -0.3563, 0.0186], [-1.2672, -0.3734, 1.5633], [0.9226, -0.2619, -1.8561], [0.1917, -0.0672, 0.5838], [-0.3032, 0.1130, 0.1879], [1.7193, -0.1283, -0.0806], [-1.4201, -0.4259, 0.2545], [-0.7068, 0.6606, 0.2737], [-1.6577, -2.2457, 0.9439], [0.7743, 0.8703, -1.4604], [0.2813, 0.6048, 0.0197], [0.2617, 0.6313, 0.2055], [0.4896, 0.7417, 0.2374], [-0.4450, 0.2707, -1.2682], [-0.2378, -0.0120, 0.1522], [0.2680, -0.0869, 0.1264], [0.3444, 0.2468, -0.1717], [1.2405, 0.6072, -0.0080], [-0.1457, -0.0825, -0.0988], [0.0229, -0.0371, -0.1308], [0.4241, -0.1804, -0.0008], [0.0331, -0.3378, 0.0975], [-0.1813, 0.1894, 0.2771], [-0.1397, -0.5457, 0.2463], [-0.4417, 0.0329, -0.0749], [0.0580, 0.1670, 0.0082], [-0.4921, -1.8125, 0.9503], [-0.1875, 1.3926, 0.1501], [0.5550, -0.5779, -1.6685], [-0.3706, 0.0966, -0.2498], [-1.3927, 0.6838, 0.2693], [4.5812, -0.8250, -0.2858], [-2.7720, 1.4119, 1.4043], [-0.3900, -0.1026, -1.0077], [0.2193, -0.3877, 1.8138], [0.4302, -1.0860, -1.7081], [-0.2216, 1.0209, 0.4478], [-0.1437, -0.0580, -0.0575], [0.2181, -0.1838, -0.1817], [0.2923, -0.2592, -0.0355], [-0.0942, -0.0281, -0.7369], [-0.0098, 0.5917, 0.0943], [-0.0519, -0.4590, 0.2832], [-0.1045, 0.2235, -0.7550], [0.1153, -0.0187, 0.5908], [0.0033, 0.0182, -0.0858], [-0.1292, 0.3721, -0.1051], [0.6229, 0.0059, 0.6230], [-0.3865, 0.0122, 0.7605], [-0.2007, -0.1131, -0.2063], [0.1574, 0.0529, -0.3104], [-0.0624, 0.0677, 0.0576], [0.5468, -0.0527, -1.1104], [-2.4376, 0.2278, 3.2125], [1.5166, -0.3761, -0.4323], [-0.1850, -1.1345, -1.4409], [-0.3660, 0.7893, -0.3936], [0.9716, 1.3058, 1.4625], [-0.4803, 0.9542, -0.5468], [-0.1492, 0.6799, -0.1211], [-1.5408, -1.6353, 1.1112], [1.7236, 0.1298, -0.6193], [-0.1555, 0.6121, 0.5819], [-0.0236, -0.2415, 0.0578], [-0.0193, -0.1311, -0.3347], [0.2507, 0.6228, -0.1820], [0.0946, 0.2222, -0.5185], [0.6859, -0.4321, -1.1982], [-0.3253, -0.2468, 0.4680], [0.5445, -0.2376, 0.0125], [0.0033, -0.4073, 0.2829], [0.1189, -0.2132, 0.2204], [-0.0751, 0.1057, -0.1881], [-0.2646, -0.0487, 0.3629], [-0.4118, -0.1873, -0.0048], [0.5421, 0.1689, -0.4663], [-0.3447, -0.1142, 0.3976], [-0.2670, -0.2940, -0.7713], [-0.4607, -0.0439, 0.1210], [0.2621, 0.2428, 0.1353], [-0.7224, -0.4896, -0.2926], [-1.3684, 0.3305, 1.3185], [2.3543, -1.4392, -2.3218], [0.5846, 0.3165, 1.2532], [-0.8714, 0.0185, -0.3100], [1.0106, 1.3662, 0.6232], [-0.4517, 1.8502, -0.9912], [-0.3216, -1.4032, 1.1939], [-0.1248, 0.4314, 0.0948], [0.0475, 0.1013, 0.0731], [-0.0753, 0.0907, 0.0294], [0.1029, 0.2184, -0.1504], [-0.5065, -0.3353, 0.5588], [0.6131, -0.7385, 0.3762], [-0.3162, 0.0167, -0.2304], [-0.3291, -0.4120, 0.2942], [0.2721, -0.1852, 0.0488], [0.2820, -0.1950, -0.2900], [-0.5329, -0.3940, -0.2195], [-0.1597, 0.9748, -0.6478], [0.0614, 0.0185, -0.4433], [0.1479, -0.5015, -0.1919], [-0.0693, -0.0142, 0.2171], [0.4662, 0.1933, -0.1950], [0.8181, -0.0267, 0.4067], [-0.9695, -0.5716, 0.2070], [-1.0368, -1.3769, 0.3541], [0.2842, -0.5559, -1.1977], [1.2217, 0.0231, 1.3127], [-0.3138, 0.6487, -0.4787], [0.0215, 2.6248, -0.6652], [-0.0026, -0.2693, -0.1608], [-0.2126, -0.1729, -0.0035], [-0.3635, -0.0522, -0.2325], [-0.1792, 0.0641, -0.0856], [0.3444, -0.1919, 0.3390], [0.2275, 0.1391, -0.1487], [0.3768, -0.3490, 0.1015], [-0.0829, -0.1727, 0.0660], [0.1553, 0.1425, 0.0900], [-0.2432, -0.0341, 0.0220], [0.4454, 0.8954, 0.5876], [-1.2192, -0.8899, 1.0168], [-1.0050, 1.3756, -1.4703], [0.2195, -0.0366, 0.3877], [0.6042, -0.6077, 0.0211], [-0.5155, -0.4622, 0.1999], [1.0325, 1.7029, 0.7713], [-0.2287, -1.0916, -1.0175], [0.4432, -0.4818, -0.1859], [-0.5546, -0.0674, -0.0348], [0.1062, -0.2369, 0.3973], [0.0248, -0.1264, 0.0472], [0.2552, 0.0448, -0.6815], [0.1163, -0.2549, -0.2887], [-0.0898, -0.2431, -0.0041], [0.2478, 0.1687, -0.1992], [0.2564, 0.1929, 0.4808], [0.1815, -1.0476, -0.8187], [0.5805, 0.3870, -0.4519], [-0.0615, 0.2709, -1.0807], [-0.4723, 0.0017, 1.1386], [-0.3408, -0.4657, 1.0837], [0.6942, -0.1225, -0.5825], [-1.7649, -0.2832, -0.8799], [-0.3924, 1.2709, 0.7218], [0.1926, 0.3826, -0.1115], [-0.0375, 0.6163, 0.2645], [0.1362, 0.4210, 0.5760], [0.2548, 0.0803, 0.1329], [0.0228, -0.1293, 0.6509], [-0.1558, -0.0972, 0.3018], [0.6454, 0.1636, -0.8484], [0.2169, -0.6397, -0.0580], [0.4147, -0.9484, -0.0097], [0.5226, 0.0943, 0.6831], [1.1132, 0.8471, -0.5442], [0.3305, 0.3849, 0.3817], [-1.8469, -0.0394, -0.9187], [0.4070, 0.5258, 0.7931], [-0.8260, 0.3131, 0.6487], [-0.5622, -2.5911, 0.8925], [0.6600, 0.6641, -0.2708], [-0.3325, -0.2029, -0.3130], [-0.1548, -0.2890, -0.5045], [0.3846, 0.2407, -0.5296], [0.5177, -0.2265, -0.2238], [-0.1593, 0.1215, 0.0785], [-0.4259, 0.1615, -0.1892], [-0.3699, -0.0446, 0.1597], [0.2268, 0.0776, 0.3061], [0.3855, 0.0623, -0.2812], [0.8898, 1.5122, 0.1136], [-0.8432, -0.8630, 0.3874], [-0.4712, -0.5076, -0.3919], [-1.4510, 1.4736, 0.2648], [1.2577, -0.5855, 1.2309], [-0.1282, 0.6193, -1.9046], [0.4136, -1.7226, -1.4578], [0.1617, 0.6484, 1.3141], [0.0967, -0.6411, 0.1545], [-0.0125, -0.3343, -0.3051], [0.0145, 0.1857, 0.2552], [0.4241, -0.3347, -0.1144], [-0.9848, 0.6697, 0.6081], [0.6314, -0.3033, -0.0069], [0.0537, -0.2936, -0.3796], [-0.2002, 0.3261, 0.1124], [0.0957, 0.3575, 0.1077], [0.3252, 0.3214, -0.3509], [-0.6351, -0.6619, -0.2169], [0.8265, 0.7704, -0.1469], [-2.0304, -1.2267, 0.8417], [-0.2934, 2.7339, 2.4216], [1.4073, -1.4033, -0.5987], [1.1620, 0.4332, -1.5985], [-0.7484, -0.8117, 1.3096], [-0.3091, -0.1321, -0.4246], [0.2477, -0.0141, 0.1906], [0.0215, 0.2733, 0.0758], [0.0497, 0.0547, 0.0964], [-0.2894, 0.0579, -0.1115], [0.2919, -0.1741, -0.8316], [0.1297, -0.3675, -0.5918], [0.4346, 0.1659, 0.1051], [-0.7120, -0.0350, -0.1969], [0.4826, -0.0260, 0.2768], [1.2064, -1.1205, 0.4285], [0.0627, -1.6694, -0.8855], [0.3618, 0.4242, -0.9580], [-0.6691, 1.2473, 0.4090], [-1.0244, 1.1667, 0.5386], [-0.3680, 0.1294, -0.2605], [-0.0980, -0.0909, -0.2578], [0.1670, -0.0011, 0.5578], [-0.1846, -0.1476, 0.2233], [-0.0413, 0.0689, -0.1775]], "charge": 0, "homo_lumo_gap_ev": 9.7, "smiles": "CCOP(=O)(OCC)OCC.CCOP(=O)(OCC)OCC.CCOP(=O)(OCC)OCC.CCOP(=O)(OCC)OCC.COP(=O)(OC)OC.COP(=O)(OC)OC.COP(=O)(OC)OC.COP(=O)(OC)OC.COP(=O)(OC)OC.COP(=O)(OC)OC.c1ccncc1"}